Entry from OMol25: a cluster of 2 separate species, C4H8NOS in total (ωB97M-V with the def2-TZVPD basis set).

The value obtained for the HOMO energy is -12.69 eV. As for the HOMO-LUMO gap: 7.41 eV. The largest force on an atom is 0.103 Eh/bohr. Its energy above the lowest of the compared OMol25 structures with the same formula, charge and spin is 76.8 kcal per mole.

The geometry in ORCA input format:
```
! RIJCOSX wB97M-V def2-TZVPD def2/J DEFGRID3
* xyz 1 1
C -0.16933 -2.31301 -0.60985
H 0.58744 -2.44877 -1.24574
O 0.66460 2.97121 2.74120
H -0.59418 -1.21987 1.08597
H 0.95886 -0.98572 0.58088
S -0.75371 2.88645 0.43364
H -1.14633 -2.18043 -1.04983
N -0.02141 -1.11305 0.24071
H -0.18984 -3.12560 0.12208
C 0.32590 1.68432 -0.40144
H 1.43441 1.66638 -0.16123
H -1.39050 0.40628 -0.93483
H 0.48461 0.16880 -1.57039
C -0.24607 0.62579 -1.00735
C 0.05554 2.97720 1.77619
*
```



Entry from OMol25: the ion C4H8NS with charge +1 (ωB97M-V with the def2-TZVPD basis set).

The value obtained for the HOMO energy is -13.55 eV. Its SMILES is C[N@H+]1C=CSC1. As for the HOMO-LUMO gap: 10.02 eV. The largest force on an atom is 0.144 Eh/bohr. Its energy above the lowest of the compared OMol25 structures with the same formula, charge and spin is 37.0 kcal per mole.

The geometry in ORCA input format:
```
! RIJCOSX wB97M-V def2-TZVPD def2/J DEFGRID3
* xyz 1 1
C -0.13099 -0.79204 1.38655
C 0.35983 1.26755 0.18003
H -0.53187 -0.42592 2.23611
C 1.17903 1.20908 -0.84126
S 1.05271 -0.19648 -1.95030
H -0.51943 -1.76414 -1.01035
H -1.38895 -0.40895 -1.88839
H 2.01310 1.84792 -1.07636
C -0.58432 -0.61785 -1.30450
H -0.58712 -1.64639 1.03209
H 0.94317 -0.79868 1.35850
N -0.57568 0.07822 0.30930
H 0.29111 1.97280 1.09129
H -1.52058 0.27489 0.47729
*
```



Entry from OMol25: a cluster of 2 separate species, C4H8NS in total (ωB97M-V with the def2-TZVPD basis set).

The value obtained for the HOMO energy (alpha / beta) is -10.50 / -11.05 eV. As for the HOMO-LUMO gap (alpha / beta): 3.52 / 4.58 eV. The largest force on an atom is 0.098 Eh/bohr. Its energy above the lowest of the compared OMol25 structures with the same formula, charge and spin is 140.4 kcal per mole.

The geometry in ORCA input format:
```
! RIJCOSX wB97M-V def2-TZVPD def2/J DEFGRID3
* xyz 1 1
H 1.00249 2.71742 -0.40203
C 0.73970 3.14019 1.72537
N 0.59989 2.42419 0.50672
H -0.87980 -0.94605 -1.89202
C -0.40240 -3.34503 -0.45926
H 1.45185 3.11025 2.64435
S 0.95370 -2.15603 -0.58666
H -0.40023 -4.05571 -1.31126
H 0.47698 0.10035 -1.34493
H -1.58060 3.40259 1.19659
H -0.26778 -3.88427 0.59033
C 0.07038 -0.85206 -1.41690
C -0.47456 3.12849 1.17644
H -1.28962 -2.78433 -0.42676
*
```



Entry from OMol25: a cluster of 2 separate species, C4H8NS in total (ωB97M-V with the def2-TZVPD basis set).

The value obtained for the HOMO energy is -13.60 eV. As for the HOMO-LUMO gap: 8.52 eV. The largest force on an atom is 0.087 Eh/bohr. Its energy above the lowest of the compared OMol25 structures with the same formula, charge and spin is 14.6 kcal per mole.

The geometry in ORCA input format:
```
! RIJCOSX wB97M-V def2-TZVPD def2/J DEFGRID3
* xyz 1 1
S -1.93043 -0.83190 -1.24963
H 1.20978 -1.08629 -0.53367
H -1.30412 0.91310 1.51010
H -2.97914 -1.11110 -0.66400
H 2.35321 -0.71991 0.90733
C -0.37791 0.59946 1.08099
N 0.25532 -0.52540 1.13764
H 0.10180 2.57933 0.30873
C 1.62721 1.00902 0.08756
H -2.47975 -0.70959 -2.36822
C 0.50162 1.57993 0.54199
H -0.10458 -1.37641 1.67314
C 1.41951 -0.49603 0.36729
H 2.52761 1.44321 -0.39560
*
```



Entry from OMol25: a structure of composition C4H8NaO2 (ωB97M-V with the def2-TZVPD basis set).

The value obtained for the HOMO energy is -12.72 eV. As for the HOMO-LUMO gap: 8.25 eV. The largest force on an atom is 0.123 Eh/bohr. Its energy above the lowest of the compared OMol25 structures with the same formula, charge and spin is 75.4 kcal per mole.

The geometry in ORCA input format:
```
! RIJCOSX wB97M-V def2-TZVPD def2/J DEFGRID3
* xyz 1 1
C -2.96107 -0.53308 0.29277
H 0.72655 0.27039 -1.45325
H -0.75659 1.29173 0.44233
H -2.97994 -0.36904 1.38270
H -0.32638 -0.09354 1.44133
Na 4.07287 0.13811 -0.15248
C -1.57214 -0.61173 -0.27329
H -3.54521 -1.44763 0.11561
H -1.19672 -1.64772 -0.23267
O 1.90280 0.14754 0.17494
H -2.28962 -1.00356 -1.21388
O -2.96470 0.91111 -0.33350
C -0.48125 0.22245 0.40100
C 0.80308 0.19396 -0.34796
H -3.09971 0.74990 -1.27039
*
```



Entry from OMol25: the molecule C4H8O (ωB97M-V with the def2-TZVPD basis set).

The value obtained for the HOMO energy is -8.45 eV. As for the HOMO-LUMO gap: 9.40 eV. The largest force on an atom is 0.009 Eh/bohr. Its energy above the lowest of the compared OMol25 structures with the same formula, charge and spin is 57.7 kcal per mole.

The geometry in ORCA input format:
```
! RIJCOSX wB97M-V def2-TZVPD def2/J DEFGRID3
* xyz 0 1
H 1.23240 0.52765 1.46301
O -0.03399 0.11290 -2.55180
H -1.16752 0.51983 2.27407
C -0.31968 -0.49200 -1.41682
H 1.69824 0.22371 -0.97300
H -0.78832 -0.02786 -3.14310
C 0.84440 -0.27370 -0.49045
H -0.68019 -1.10459 1.75766
C 0.39440 0.50861 0.75635
H 1.15993 -1.27742 -0.17289
H 0.20864 1.55367 0.47648
C -0.85680 -0.07898 1.41280
H -1.68456 -0.11792 0.69946
*
```



Entry from OMol25: a cluster of 2 separate species, C4H8O in total (ωB97M-V with the def2-TZVPD basis set).

The value obtained for the HOMO energy is -9.80 eV. Its SMILES is CC=O.C=C. As for the HOMO-LUMO gap: 10.86 eV. The largest force on an atom is 0.043 Eh/bohr. Its energy above the lowest of the compared OMol25 structures with the same formula, charge and spin is 45.3 kcal per mole.

The geometry in ORCA input format:
```
! RIJCOSX wB97M-V def2-TZVPD def2/J DEFGRID3
* xyz 0 1
C 1.75525 0.32913 -0.78996
C 0.67129 1.01092 -1.18133
H 0.65445 2.09028 -1.10953
H -0.15326 0.41417 -1.59364
O -1.30306 1.14026 1.40062
H 1.95865 -0.64038 -1.24068
H -2.19450 0.11333 -0.14703
H 2.52391 0.73477 -0.14154
H -0.40945 -1.63520 -0.00938
H 0.06172 -0.93718 1.67103
C -1.47347 0.19640 0.69131
C -0.70340 -1.12027 0.90351
H -1.38814 -1.69623 1.54664
*
```



Entry from OMol25: the molecule C4H8O (ωB97M-V with the def2-TZVPD basis set).

The value obtained for the HOMO energy is -9.62 eV. Its SMILES is CC1(C)CO1. As for the HOMO-LUMO gap: 10.58 eV. The largest force on an atom is 0.069 Eh/bohr. Its energy above the lowest of the compared OMol25 structures with the same formula, charge and spin is 57.6 kcal per mole.

The geometry in ORCA input format:
```
! RIJCOSX wB97M-V def2-TZVPD def2/J DEFGRID3
* xyz 0 1
H -1.56214 0.91727 0.70345
H 1.20110 -1.30054 -0.97989
H -0.62998 1.56564 -0.63374
H -0.69473 -0.99651 1.90518
C -0.16822 -1.23078 1.03553
C -0.60428 1.21483 0.34553
H 0.63677 -1.90640 1.25203
C 0.29001 -0.04503 0.21230
O 1.99593 0.27828 0.15588
H -0.11028 2.04626 0.83644
H 1.23861 0.48157 -1.81305
H -0.82360 -1.86423 0.40230
C 1.19125 -0.21916 -0.93291
*
```



Entry from OMol25: the molecule C4H8O (ωB97M-V with the def2-TZVPD basis set).

The value obtained for the HOMO energy is -10.02 eV. Its SMILES is OCC1CC1. As for the HOMO-LUMO gap: 10.97 eV. The largest force on an atom is 0.086 Eh/bohr. Its energy above the lowest of the compared OMol25 structures with the same formula, charge and spin is 48.8 kcal per mole.

The geometry in ORCA input format:
```
! RIJCOSX wB97M-V def2-TZVPD def2/J DEFGRID3
* xyz 0 1
C -1.66804 -0.44405 -0.25244
H -0.74210 1.53245 -0.99562
H -2.56150 -0.69142 0.36351
H 2.31272 0.60774 0.75266
H -0.45544 -0.04778 1.64246
C 0.94992 -0.63520 -0.05868
H 1.30088 -1.53409 0.63997
H 0.59859 -1.01038 -1.03623
H -1.55745 1.51812 0.72829
C -0.43711 -0.25368 0.51710
O 2.00806 0.37240 -0.19717
H -1.53905 -0.99443 -1.21673
C -1.08162 0.93969 -0.08947
*
```



Entry from OMol25: the molecule C4H8O (ωB97M-V with the def2-TZVPD basis set).

The value obtained for the HOMO energy is -8.49 eV. Its SMILES is C[C@H]1C[C@H]1O. As for the HOMO-LUMO gap: 9.50 eV. The largest force on an atom is 0.033 Eh/bohr. Its energy above the lowest of the compared OMol25 structures with the same formula, charge and spin is 68.0 kcal per mole.

The geometry in ORCA input format:
```
! RIJCOSX wB97M-V def2-TZVPD def2/J DEFGRID3
* xyz 0 1
H -1.51978 -1.35032 0.63870
H 0.24862 1.91113 0.51495
C -1.06074 -0.50932 0.13409
H 1.85434 1.33080 0.96498
C 0.40751 -0.35153 0.35319
O -0.04284 -0.09996 -2.18029
H -0.73148 -1.87726 -1.53036
H 0.48586 1.06984 2.02046
C 0.78998 1.06065 0.94943
H 0.97004 -1.11993 0.87119
C -0.38877 -0.89935 -1.11042
H -1.64047 0.40275 0.12099
H 0.62773 0.43250 -1.74690
*
```



Q: The lowest energy above the lowest of the compared OMol25 structures with the same formula, charge and spin belongs to which entry?
A: number 4



Q: What is the formula in the tenth record?
A: C4H8O



Q: Number 7 is which compound?
A: C4H8O



Q: energy above the lowest of the compared OMol25 structures with the same formula, charge and spin of number 8 (C4H8O)?
A: 57.6 kcal per mole